The following is a quantum chemistry calculation of C38H25BrF6N6O7S4Zr as an isolated structure, from the Open Molecules 2025 dataset.

Last column: Löwdin charge in e.
Geometry (Å):
Zr1 0.538 0.377 -0.418  1.807
Br1 -2.493 7.396 1.027  0.728
S1 2.477 -1.207 -1.751  0.704
S2 -0.621 1.143 -3.586  0.643
S3 -2.632 1.013 -1.676  0.640
S4 2.658 0.267 1.940  0.606
F1 -1.476 -1.085 -4.672  0.139
F2 0.249 -0.195 -5.633  0.161
F3 -3.523 -1.223 -2.739  0.134
F4 -1.715 0.676 -5.911  0.157
F5 -4.894 0.448 -2.850  0.161
F6 -4.567 -0.565 -0.962  0.152
O1 -3.266 2.084 -0.989  -0.210
O2 0.148 0.251 -2.714  -0.460
O3 0.021 2.307 -4.091  -0.228
O4 2.177 1.582 1.542  -0.335
O5 -0.004 2.284 -0.862  -0.297
O6 2.822 -0.013 3.340  -0.264
O7 -1.723 0.156 -0.913  -0.427
N1 -1.889 -1.280 1.708  0.137
N2 -0.028 -1.953 -0.424  -0.036
N3 -0.587 1.203 1.604  0.027
N4 2.463 1.308 -1.261  -0.117
N5 1.608 -0.698 1.208  -0.269
N6 -2.077 1.425 -3.076  -0.253
C1 2.873 2.586 -1.271  -0.118
C2 0.939 -4.826 1.699  -0.039
C3 -0.913 0.064 -5.048  -0.677
C4 0.105 0.829 3.896  -0.037
C5 6.007 -1.269 0.286  -0.064
C6 0.568 -2.714 0.544  -0.193
C7 4.724 -1.169 0.802  -0.076
C8 1.763 -4.179 2.574  -0.059
C9 1.449 -2.062 1.451  -0.275
C10 6.325 1.099 0.573  -0.074
C11 -0.534 -4.685 -0.299  0.005
C12 -0.316 -1.237 5.061  -0.027
C13 2.026 -2.799 2.458  -0.017
C14 -1.632 -2.993 3.895  -0.009
C15 -1.081 -3.917 -1.283  -0.021
C16 -0.804 -2.538 -1.304  -0.120
C17 -1.050 2.388 1.785  -0.042
C18 -0.615 4.513 -1.288  0.016
C19 4.374 0.684 -2.543  -0.079
C20 3.179 0.351 -1.881  -0.744
C21 -0.569 0.396 2.791  -0.220
C22 -1.193 5.685 -0.850  -0.098
C23 -3.992 -0.156 -2.090  -0.672
C24 -1.648 4.696 1.291  -0.071
C25 -2.440 -2.465 1.716  -0.135
C26 0.227 0.009 5.041  -0.056
C27 4.787 1.991 -2.548  -0.062
C28 4.254 0.075 1.197  -0.276
C29 0.322 -4.094 0.658  -0.157
C30 5.041 1.213 1.082  -0.062
C31 6.806 -0.140 0.176  -0.076
C32 4.029 2.971 -1.898  -0.057
C33 -0.543 3.405 -0.436  -0.334
C34 -2.333 -3.374 2.789  -0.046
C35 -1.182 -0.893 2.796  -0.169
C36 -1.035 -1.714 3.937  -0.153
C37 -1.068 3.496 0.860  -0.128
C38 -1.706 5.775 0.443  -0.687
H1 -1.254 6.540 -1.510  0.106
H2 0.749 -5.888 1.784  0.113
H3 7.807 -0.226 -0.228  0.105
H4 4.642 2.174 1.378  0.117
H5 4.333 4.008 -1.889  0.105
H6 -1.727 -4.336 -2.041  0.114
H7 5.705 2.265 -3.054  0.111
H8 2.242 3.291 -0.748  0.116
H9 -2.809 -4.343 2.726  0.107
H10 -1.469 2.616 2.767  0.143
H11 -1.237 -1.906 -2.065  0.090
H12 -3.005 -2.739 0.829  0.112
H13 2.674 -2.314 3.174  0.107
H14 0.790 0.376 5.889  0.114
H15 0.608 1.787 3.865  0.123
H16 -2.056 4.764 2.292  0.112
H17 -1.527 -3.654 4.747  0.119
H18 4.934 -0.098 -3.034  0.108
H19 2.237 -4.729 3.378  0.109
H20 4.093 -2.043 0.868  0.097
H21 6.377 -2.233 -0.040  0.110
H22 6.943 1.982 0.477  0.109
H23 -0.734 -5.748 -0.242  0.123
H24 -0.228 4.415 -2.294  0.120
H25 -0.206 -1.880 5.926  0.115

Output
Energy above the lowest of the compared OMol25 structures with the same formula, charge and spin   0.0000 eV
LUMO   -0.48 eV
Kohn-Sham gap   7.20 eV
Calculated total energy   -194060.120 eV
Highest occupied orbital energy   -7.6718 eV


The following is a quantum chemistry calculation of a 15-piece molecular cluster, H30O15 overall at a distorted geometry, from the Open Molecules 2025 dataset.

Last column: natural (NBO) charge in e.
Geometry (Å):
O1 -8.556 12.611 -0.219  -0.984
O2 -12.494 12.464 0.469  -1.002
O3 -9.053 14.936 2.114  -1.000
O4 -10.187 12.549 1.773  -0.994
O5 -12.427 14.342 -1.587  -0.986
O6 -11.666 15.148 1.428  -0.982
O7 -6.358 14.378 2.499  -0.978
O8 -9.516 13.830 -3.439  -0.968
O9 -6.548 14.466 -0.115  -1.003
O10 -9.413 15.453 -0.551  -0.993
O11 -9.865 18.020 0.799  -0.975
O12 -10.765 12.055 -1.764  -0.984
O13 -12.865 17.307 -0.041  -0.968
O14 -7.422 15.500 -2.672  -0.957
O15 -11.209 16.458 -2.730  -0.936
H1 -11.959 15.134 -1.829  0.503
H2 -9.023 15.464 0.317  0.490
H3 -10.222 14.945 -0.388  0.495
H4 -6.081 15.249 -0.337  0.487
H5 -11.629 12.286 0.891  0.468
H6 -6.920 14.664 -2.495  0.477
H7 -12.243 12.760 -0.399  0.503
H8 -10.019 12.411 -1.260  0.476
H9 -9.313 13.976 2.140  0.511
H10 -12.058 14.295 1.504  0.504
H11 -10.177 11.692 2.238  0.500
H12 -9.494 12.457 1.085  0.508
H13 -13.337 14.580 -1.517  0.472
H14 -7.259 14.638 2.455  0.504
H15 -6.262 14.357 0.807  0.506
H16 -10.711 14.918 1.502  0.452
H17 -10.564 17.887 1.418  0.480
H18 -8.013 13.436 -0.178  0.529
H19 -10.361 16.863 -2.734  0.482
H20 -7.851 15.703 -1.841  0.498
H21 -8.738 14.308 -3.180  0.482
H22 -9.710 15.377 2.665  0.506
H23 -9.296 13.434 -4.286  0.465
H24 -9.724 17.312 0.174  0.487
H25 -7.939 11.898 -0.401  0.500
H26 -13.751 17.150 -0.436  0.463
H27 -12.487 16.468 0.232  0.495
H28 -5.878 14.822 3.181  0.493
H29 -11.053 12.745 -2.353  0.497
H30 -11.543 16.767 -3.576  0.476

Output
Energy above the lowest of the compared OMol25 structures with the same formula, charge and spin   1.1427 eV
LUMO   -0.13 eV
Kohn-Sham gap   9.63 eV
Calculated total energy   -31200.523 eV
Highest occupied orbital energy   -9.7645 eV


The following is a quantum chemistry calculation of a 2-piece molecular cluster, C2H5I2P overall at a distorted geometry, from the Open Molecules 2025 dataset.

Last column: natural (NBO) charge in e.
Geometry (Å):
I1 2.949 1.840 -0.252  -0.056
I2 1.955 -1.827 -0.281  -0.011
P1 2.054 0.143 1.157  0.051
C1 -1.726 -0.617 -0.118  -0.407
C2 -1.750 0.592 -0.675  -0.397
H1 3.353 -0.108 1.685  0.016
H2 -1.495 1.396 -0.017  0.188
H3 -2.099 0.930 -1.750  0.213
H4 -1.456 -0.794 0.985  0.201
H5 -1.784 -1.554 -0.735  0.200

Output
Energy above the lowest of the compared OMol25 structures with the same formula, charge and spin   1.6506 eV
LUMO (alpha / beta)   -0.11 / -3.78 eV
Kohn-Sham gap (alpha / beta)   5.82 / 5.52 eV
2S+1   3
Calculated total energy   -27641.040 eV
Highest occupied orbital energy (alpha / beta)   -5.9281 / -9.3038 eV


The following is a quantum chemistry calculation of C17H26F6LiN8O2PS2 as an isolated structure, from the Open Molecules 2025 dataset.

Last column: natural (NBO) charge in e.
Geometry (Å):
S1 1.203 0.722 1.003  2.333
S2 2.082 -0.342 -2.338  0.097
P1 -2.028 -1.787 -3.353  2.605
F1 -3.320 -2.064 -2.425  -0.588
F2 -0.678 -1.446 -4.172  -0.590
F3 -1.089 -1.817 -1.949  -0.634
F4 -1.768 -3.349 -3.518  -0.573
F5 -2.916 -1.673 -4.648  -0.554
F6 -2.186 -0.171 -3.035  -0.604
O1 0.194 1.389 1.789  -0.957
O2 1.353 -0.708 1.193  -1.000
N1 0.787 0.879 -0.572  -0.898
N2 1.764 -2.527 -0.851  -0.758
N3 -0.133 2.049 -2.255  -0.548
N4 1.547 -2.780 -3.130  -0.746
N5 -4.034 -1.808 2.307  -0.333
N6 -1.986 -1.444 0.927  -0.394
N7 6.443 3.224 1.949  -0.780
N8 1.188 3.222 -0.665  -0.474
C1 0.950 4.343 -1.339  0.109
C2 -1.629 -1.302 2.331  -0.265
C3 1.765 -2.007 -2.066  0.328
C4 -4.259 -0.621 1.414  -0.245
C5 5.132 1.438 1.025  -0.272
C6 2.752 1.469 1.282  -0.367
C7 -2.491 -2.783 0.666  -0.261
C8 -2.870 -1.556 3.224  -0.248
C9 0.190 4.379 -2.497  -0.320
C10 4.055 3.253 2.202  -0.288
C11 3.905 0.852 0.808  -0.165
C12 2.828 2.671 1.974  -0.128
C13 -2.978 -0.444 0.560  -0.270
C14 0.632 2.121 -1.153  0.516
C15 -0.342 3.173 -2.925  0.109
C16 -3.784 -3.037 1.479  -0.247
C17 5.230 2.647 1.731  0.216
Li1 -0.543 0.044 -1.867  0.877
H1 -1.234 -0.301 2.494  0.260
H2 -3.703 -3.875 2.169  0.225
H3 -2.688 -2.889 -0.395  0.259
H4 1.282 -2.330 -3.992  0.442
H5 1.274 -3.744 -3.020  0.408
H6 1.852 -1.900 -0.047  0.461
H7 -4.659 -3.181 0.846  0.231
H8 6.524 4.064 2.490  0.398
H9 6.030 0.960 0.655  0.216
H10 1.392 5.246 -0.933  0.208
H11 3.843 -0.083 0.267  0.226
H12 1.435 -3.467 -0.704  0.400
H13 -4.869 -1.957 2.869  0.439
H14 -0.954 3.100 -3.815  0.216
H15 4.116 4.188 2.746  0.217
H16 0.020 5.298 -3.036  0.239
H17 -2.772 -2.435 3.861  0.224
H18 -3.130 -0.699 3.844  0.228
H19 7.288 2.776 1.650  0.398
H20 -2.550 0.544 0.727  0.234
H21 -4.463 0.231 2.061  0.227
H22 -1.723 -3.504 0.947  0.214
H23 1.921 3.143 2.323  0.242
H24 -3.218 -0.551 -0.498  0.247
H25 -5.143 -0.833 0.815  0.230
H26 -0.835 -2.008 2.568  0.229

Output
Energy above the lowest of the compared OMol25 structures with the same formula, charge and spin   0.0000 eV
Charge   +1
LUMO (alpha / beta)   -2.49 / -4.50 eV
Kohn-Sham gap (alpha / beta)   7.68 / 5.65 eV
2S+1   2
Calculated total energy   -81538.604 eV
Highest occupied orbital energy (alpha / beta)   -10.1660 / -10.1450 eV